# 1
37
Properties=species:S:1:pos:R:3 method="wB97M-V/def2-TZVPD" e_lumo_ev="-0.6 / -0.6" multiplicity=1 total_energy_ev=-20527.9785 homo_lumo_gap_ev="5.444 / 5.511" e_homo_ha="-0.223 / -0.225" e_above_lowest_ev=1.0152
C 0.648 -1.150 -3.931
C 0.371 1.718 -1.927
C -0.663 -1.263 -3.499
H 1.278 -2.063 -3.773
C -0.789 1.482 -1.282
H 1.054 2.450 -1.437
H -1.277 -2.235 -3.522
H -0.965 1.993 -0.312
C -1.654 -0.137 -3.003
H -2.641 -0.566 -3.206
H -1.545 0.787 -3.623
C 1.593 -0.074 -3.504
H 2.485 -0.035 -4.150
H 1.909 -0.512 -2.546
C 0.893 1.320 -3.298
H 0.174 1.429 -4.150
H 1.743 2.062 -3.529
C -1.688 0.278 -1.550
H -2.715 0.598 -1.307
H -1.471 -0.533 -0.796
Ba 1.753 -2.257 0.882
H 0.107 -3.889 0.217
C 0.507 1.193 4.473
C 0.370 0.493 3.190
N 1.427 0.427 2.371
O 2.412 1.311 2.922
C -0.582 -0.521 2.934
C -1.595 -0.921 3.929
N -0.124 -1.359 1.930
O -0.122 -2.659 2.225
H 0.800 2.240 4.342
H 1.268 0.703 5.089
H -0.420 1.190 5.034
H 3.061 1.464 2.223
H -2.528 -0.338 3.774
H -1.830 -1.980 3.877
H -1.243 -0.645 4.934

---

# 2
43
Properties=species:S:1:pos:R:3 method="wB97M-V/def2-TZVPD" e_lumo_ev=-0.7 multiplicity=1 total_energy_ev=-443259.0251 homo_lumo_gap_ev=8.936 e_homo_ha=-0.353 e_above_lowest_ev=0.0000
C -4.737 3.703 1.699
C -4.762 2.254 2.168
C -4.024 1.183 1.375
O -2.989 0.780 2.286
C -3.106 1.382 3.508
O -2.395 1.221 4.441
O -4.137 2.230 3.444
H -3.727 3.991 1.396
H -5.036 4.467 2.414
H -5.372 3.881 0.828
H -5.762 1.819 2.232
H -3.445 1.453 0.492
H -4.603 0.283 1.172
C 3.583 -3.653 -4.013
C 2.277 -3.303 -4.700
O 1.899 -4.065 -5.564
C 1.611 -1.994 -4.362
H 4.226 -2.775 -3.984
H 3.977 -4.550 -4.494
H 3.501 -4.123 -3.026
H 0.648 -1.899 -4.847
H 2.372 -1.267 -4.655
H 1.449 -1.928 -3.285
C 3.245 -1.138 2.520
C 3.631 -0.741 3.945
O 4.074 -1.544 4.727
C 3.512 0.719 4.266
H 4.128 -1.710 2.217
H 3.250 -0.284 1.849
H 2.346 -1.738 2.506
H 2.476 1.046 4.363
H 3.969 1.363 3.514
H 4.069 0.837 5.197
C -1.407 1.381 -3.947
Br -3.057 0.429 -4.083
Br -1.558 3.334 -4.032
Br -0.118 0.678 -5.257
H -0.965 1.252 -2.968
C 0.301 -0.502 0.092
Br -1.526 -0.366 -0.619
Br 0.997 -2.315 -0.329
Br 0.368 -0.063 1.972
H 0.819 0.273 -0.458

---

# 3
37
Properties=species:S:1:pos:R:3 method="wB97M-V/def2-TZVPD" e_lumo_ev=-3.0 multiplicity=1 total_energy_ev=-100909.0398 homo_lumo_gap_ev=10.205 total_charge=+1 e_homo_ha=-0.485 smiles=C#CCCC[C@]1(O)OCC[NH2+][C@]1(Cl)[C@H](Br)CC
C 2.367 -4.182 0.047
C 1.884 -3.105 0.252
C 1.247 -1.807 0.497
C 2.136 -0.613 0.005
C 1.492 0.205 -1.131
C 0.791 1.526 -0.734
O 0.621 2.305 -1.899
O 1.648 2.278 0.065
C 1.369 2.409 1.447
C 0.559 1.282 2.094
N -0.563 0.755 1.239
C -0.630 1.342 -0.144
Cl -1.395 2.932 0.160
C -1.555 0.387 -1.034
Br -2.548 1.359 -2.442
C -2.608 -0.371 -0.223
C -3.237 -1.496 -1.087
H 2.691 -5.192 -0.041
H 0.324 -1.818 -0.096
H 0.975 -1.716 1.553
H 3.033 -1.065 -0.413
H 2.481 -0.002 0.835
H 2.292 0.512 -1.804
H 0.855 -0.467 -1.707
H 0.444 1.701 -2.629
H 2.323 2.481 1.967
H 0.859 3.360 1.622
H 1.217 0.474 2.402
H 0.128 1.676 3.012
H -0.492 -0.263 1.214
H -1.436 1.013 1.699
H -0.959 -0.299 -1.622
H -2.181 -0.892 0.641
H -3.417 0.280 0.111
H -3.733 -2.232 -0.460
H -3.897 -1.091 -1.845
H -2.421 -2.023 -1.590

---

# 4
46
Properties=species:S:1:pos:R:3 method="wB97M-V/def2-TZVPD" e_lumo_ev=0.2 multiplicity=1 total_energy_ev=-167131.1232 homo_lumo_gap_ev=9.986 e_homo_ha=-0.358 smiles=ClC(Cl)Cl.ClC(Cl)Cl.ClC(Cl)Cl.ClC(Cl)Cl.C1CCOC1.C1CCOC1 e_above_lowest_ev=0.0000
C -4.344 -4.323 1.993
Cl -4.551 -5.537 3.231
Cl -5.556 -3.062 2.099
Cl -4.369 -5.070 0.400
H -3.378 -3.851 2.099
C 0.064 -2.010 0.966
Cl -0.811 -0.560 0.515
Cl -0.870 -2.919 2.163
Cl 1.643 -1.569 1.662
H 0.247 -2.666 0.124
C 3.622 1.271 0.960
Cl 4.891 0.678 2.017
Cl 4.367 2.218 -0.349
Cl 2.444 2.297 1.770
H 3.107 0.422 0.533
C 0.752 -6.383 0.903
Cl 1.738 -4.955 1.282
Cl 1.763 -7.713 0.377
Cl -0.473 -5.971 -0.302
H 0.222 -6.664 1.803
C -0.991 3.233 1.022
C -0.824 3.858 2.402
C -2.012 4.843 2.510
O -2.766 4.715 1.305
C -1.854 4.293 0.312
H -1.493 2.267 1.042
H -0.056 3.108 0.475
H 0.106 4.431 2.413
H -0.776 3.169 3.243
H -1.636 5.871 2.596
H -2.696 4.683 3.342
H -1.217 5.117 -0.031
H -2.428 3.851 -0.500
C 1.310 -0.527 -2.623
C 2.474 0.356 -3.143
C 1.778 1.177 -4.234
O 0.701 0.401 -4.713
C 0.142 -0.218 -3.567
H 1.081 -0.431 -1.565
H 1.641 -1.562 -2.758
H 3.272 -0.268 -3.526
H 2.816 1.055 -2.381
H 2.449 1.376 -5.074
H 1.440 2.163 -3.889
H -0.434 -1.110 -3.802
H -0.535 0.516 -3.105

---

# 5
37
Properties=species:S:1:pos:R:3 method="wB97M-V/def2-TZVPD" e_lumo_ev=2.8 multiplicity=1 total_energy_ev=-93172.3992 homo_lumo_gap_ev=6.113 total_charge=-1 e_homo_ha=-0.120 e_above_lowest_ev=0.0000
Ga -0.053 0.264 0.813
Cl -1.667 1.064 -0.456
Cl 1.857 0.528 1.937
C -1.089 -0.200 2.383
H -0.470 -0.182 3.278
H -2.051 0.302 2.464
C -0.226 -1.861 0.799
C -1.239 -1.682 1.840
H 0.791 -1.982 1.221
C -2.695 -1.937 1.390
H -1.046 -2.399 2.666
C -2.812 -3.295 0.707
H -3.347 -1.902 2.276
H -3.000 -1.145 0.691
C -1.921 -3.369 -0.527
H -2.526 -4.082 1.412
H -3.853 -3.483 0.428
C -0.475 -2.874 -0.295
H -1.901 -4.399 -0.912
H -2.368 -2.740 -1.307
H 0.127 -3.763 -0.032
H -0.059 -2.537 -1.262
C 2.910 4.911 -0.391
C 2.249 3.642 -0.771
C 2.309 2.897 -1.944
C 1.559 1.720 -1.720
N 1.075 1.750 -0.463
N 1.465 2.938 0.065
C 1.321 0.634 -2.693
H 3.994 4.831 -0.558
H 2.547 5.741 -1.012
H 2.736 5.155 0.665
H 2.834 3.169 -2.844
H 1.227 3.198 1.016
H 0.909 1.052 -3.625
H 2.272 0.140 -2.948
H 0.614 -0.106 -2.294

---

# 6
39
Properties=species:S:1:pos:R:3 method="wB97M-V/def2-TZVPD" e_lumo_ev="4.7 / 4.1" multiplicity=5 total_energy_ev=-49245.3570 homo_lumo_gap_ev="4.851 / 4.147" total_charge=-2 e_homo_ha="-0.006 / -0.001" e_above_lowest_ev=2.4414
C 0.135 -1.572 -1.607
C 1.007 -0.468 -1.887
C 0.207 0.710 -2.024
C 2.464 -0.474 -1.999
C -1.157 0.355 -1.756
C -1.212 -1.065 -1.501
C -2.386 -1.837 -1.118
C 0.564 -2.951 -1.369
C 0.769 2.031 -2.295
C -2.271 1.295 -1.690
Pt 1.179 0.266 1.543
Cl 1.873 1.993 0.773
Cl 2.919 -1.263 1.493
O -0.851 0.491 1.330
H 2.876 -1.490 -2.016
H 2.919 0.071 -1.157
H 2.787 0.039 -2.916
H 1.368 2.365 -1.424
H -0.018 2.773 -2.467
H 1.445 1.986 -3.161
H -1.897 2.295 -1.432
H -3.011 0.982 -0.940
H -2.783 1.367 -2.663
H -3.226 -1.147 -0.955
H -2.213 -2.382 -0.162
H -2.691 -2.563 -1.898
H 1.647 -2.997 -1.190
H 0.364 -3.566 -2.262
H 0.021 -3.387 -0.513
H -1.119 1.111 2.050
O -2.371 -3.255 1.664
H -2.006 -2.369 1.849
C 0.997 2.007 5.038
C 0.184 1.648 3.860
O 0.574 0.451 3.389
O -0.819 2.318 3.390
H 0.927 1.171 5.755
H 0.742 2.952 5.521
H 2.061 2.108 4.745

---

What did the fifth record say?
37
Properties=species:S:1:pos:R:3 method="wB97M-V/def2-TZVPD" e_lumo_ev=2.8 multiplicity=1 total_energy_ev=-93172.3992 homo_lumo_gap_ev=6.113 total_charge=-1 e_homo_ha=-0.120 e_above_lowest_ev=0.0000
Ga -0.053 0.264 0.813
Cl -1.667 1.064 -0.456
Cl 1.857 0.528 1.937
C -1.089 -0.200 2.383
H -0.470 -0.182 3.278
H -2.051 0.302 2.464
C -0.226 -1.861 0.799
C -1.239 -1.682 1.840
H 0.791 -1.982 1.221
C -2.695 -1.937 1.390
H -1.046 -2.399 2.666
C -2.812 -3.295 0.707
H -3.347 -1.902 2.276
H -3.000 -1.145 0.691
C -1.921 -3.369 -0.527
H -2.526 -4.082 1.412
H -3.853 -3.483 0.428
C -0.475 -2.874 -0.295
H -1.901 -4.399 -0.912
H -2.368 -2.740 -1.307
H 0.127 -3.763 -0.032
H -0.059 -2.537 -1.262
C 2.910 4.911 -0.391
C 2.249 3.642 -0.771
C 2.309 2.897 -1.944
C 1.559 1.720 -1.720
N 1.075 1.750 -0.463
N 1.465 2.938 0.065
C 1.321 0.634 -2.693
H 3.994 4.831 -0.558
H 2.547 5.741 -1.012
H 2.736 5.155 0.665
H 2.834 3.169 -2.844
H 1.227 3.198 1.016
H 0.909 1.052 -3.625
H 2.272 0.140 -2.948
H 0.614 -0.106 -2.294

---

Question: Look up the multiplicity of the fifth one.
Answer: 1